No. 1
# C26H70N2O28S8

A 10-piece molecular cluster, C26H70N2O28S8 overall (ωB97M-V with the def2-TZVPD basis set, the Open Molecules 2025 dataset).

Calculated values
Frontier orbital gap, eV: 10.844
HOMO energy, eV: -10.99
Energy relative to the best compared isomer or geometry (same formula, charge and spin), kJ/mol: 0.00
SMILES string: CCOS(C)(=O)=O.CCOS(C)(=O)=O.CCOS(C)(=O)=O.CCOS(C)(=O)=O.CCOS(C)(=O)=O.CCOS(C)(=O)=O.CCOS(C)(=O)=O.CCOS(C)(=O)=O.C[N+](=O)[O-].C[N+](=O)[O-]

```
! RIJCOSX wB97M-V def2-TZVPD def2/J DEFGRID3
* xyz 0 1
C -4.73406 1.04586 0.05325
C -5.00370 0.10325 -1.12647
O -6.39417 -0.06330 -1.32044
S -6.91025 -0.70302 -2.72153
C -8.13007 0.57460 -3.16579
O -5.80287 -0.66628 -3.63091
O -7.61435 -1.91816 -2.45688
H -5.54672 0.94791 0.77432
H -4.73721 2.05176 -0.36221
H -3.83149 0.76593 0.58994
H -4.43212 0.38192 -2.01675
H -4.50050 -0.86523 -0.98990
H -8.62744 0.21598 -4.06414
H -7.47195 1.42805 -3.29950
H -8.89943 0.66679 -2.40585
C -1.37246 2.18468 6.83479
C -0.65378 1.22315 5.90838
O 0.66427 1.76784 5.77802
S 1.73756 0.84878 4.92039
C 1.14609 1.47667 3.28073
O 3.05105 1.27679 5.31638
O 1.41636 -0.52936 5.18095
H -1.45610 3.13789 6.31507
H -0.81432 2.35723 7.75619
H -2.33445 1.78838 7.16106
H -0.62576 0.17319 6.19457
H -1.15694 1.30953 4.93783
H 0.28869 2.13205 3.38780
H 0.90615 0.60353 2.67604
H 1.92245 1.99155 2.71804
C 2.57931 -3.26320 4.53112
C 3.83331 -2.69068 3.87877
O 3.74693 -2.92780 2.48075
S 2.69972 -2.14174 1.55264
C 3.56237 -2.48199 0.02089
O 1.42378 -2.82087 1.59428
O 2.79471 -0.72440 1.78090
H 2.59143 -3.40233 5.60907
H 2.44274 -4.22093 4.02600
H 1.72716 -2.63696 4.26918
H 4.09204 -1.66115 4.12559
H 4.59442 -3.37696 4.26310
H 2.99598 -1.96823 -0.76001
H 3.46465 -3.54963 -0.15951
H 4.56207 -2.05890 0.02584
C 7.16288 -1.89777 1.88678
C 7.33721 -0.54362 1.24444
O 6.13180 -0.23042 0.53504
S 6.08960 1.10245 -0.39101
C 4.42931 1.67623 0.07521
O 6.99829 2.09594 0.12140
O 6.10963 0.69423 -1.77826
H 6.72395 -1.76759 2.88337
H 8.10084 -2.35396 2.20592
H 6.49367 -2.53722 1.31651
H 7.55550 0.17504 2.03849
H 8.25017 -0.48803 0.64780
H 3.72900 1.04743 -0.47083
H 4.26931 2.74944 0.12698
H 4.25249 1.41324 1.12394
C -2.26162 -3.19227 0.55068
C -1.61169 -4.44868 1.05345
O -2.48543 -5.49004 1.43505
S -2.73004 -6.63524 0.30598
C -1.24425 -7.63527 0.64052
O -3.89058 -7.40310 0.66933
O -2.62693 -6.04143 -1.00260
H -2.92117 -2.67906 1.25948
H -2.97851 -3.46177 -0.23403
H -1.63607 -2.38990 0.16554
H -0.83282 -4.74341 0.33826
H -0.93030 -4.21263 1.87879
H -0.39995 -6.95766 0.58943
H -1.28088 -8.43708 -0.09816
H -1.31601 -8.18098 1.57880
C -2.45277 2.32052 -3.08584
C -1.23224 2.65418 -3.90630
O -1.63527 3.42173 -5.05370
S -0.45535 3.63047 -6.16895
C -0.21463 1.93486 -6.72164
O -1.01374 4.42299 -7.22258
O 0.73165 4.14591 -5.51918
H -3.11696 3.14193 -2.82471
H -2.22919 1.71502 -2.19930
H -3.10265 1.54482 -3.51197
H -0.42521 3.16744 -3.38566
H -0.81747 1.67023 -4.15594
H 0.57846 1.51178 -6.09937
H 0.19860 2.04886 -7.72104
H -1.04874 1.25247 -6.59809
C -2.93239 2.52105 3.11327
C -4.32220 3.10695 3.33816
O -4.29819 4.41213 2.77094
S -5.64475 5.26356 3.02196
C -5.09365 6.79948 2.20722
O -6.73417 4.65265 2.29742
O -5.76056 5.49339 4.43434
H -2.82035 1.52651 3.55007
H -2.15832 3.07997 3.64192
H -2.79123 2.48540 2.03292
H -5.09999 2.48323 2.89365
H -4.45448 2.95874 4.41589
H -4.02328 6.95798 2.32293
H -5.62115 7.58633 2.73872
H -5.28368 6.71339 1.14130
C 3.39481 3.05587 -3.31108
C 4.29235 2.14669 -4.17691
O 3.64066 1.07158 -4.87041
S 3.33536 -0.28078 -4.00369
C 4.90568 -1.15806 -3.98742
O 2.94633 0.09517 -2.66222
O 2.41796 -1.02352 -4.84144
H 3.34240 2.58463 -2.33042
H 2.36361 3.13067 -3.65354
H 3.85444 4.03917 -3.36417
H 4.61805 2.76598 -5.01832
H 5.20789 1.79539 -3.69840
H 5.10853 -1.37530 -2.94401
H 5.56614 -0.39996 -4.40686
H 4.91808 -2.03511 -4.62433
C 0.59393 -0.06668 -0.51870
N -0.03091 1.25684 -0.07152
O -1.22190 1.20803 0.13700
O 0.67817 2.23314 -0.02957
H 0.22119 -0.75209 0.23700
H 1.66467 0.00114 -0.36576
H 0.30352 -0.14667 -1.55787
C -0.56001 -4.16989 -3.22046
N 0.58531 -3.67023 -2.41661
O 0.32036 -2.82171 -1.59620
O 1.63643 -4.24527 -2.52332
H -0.58645 -5.25585 -3.25539
H -0.47624 -3.68825 -4.18989
H -1.44696 -3.92798 -2.64026
*
```

---

No. 2
# C26H71BrN2O9PS7

A 8-piece molecular cluster, C26H71BrN2O9PS7 overall (ωB97M-V with the def2-TZVPD basis set, the Open Molecules 2025 dataset).

Calculated values
Frontier orbital gap, eV: 5.630
HOMO energy, eV: -9.48

```
! RIJCOSX wB97M-V def2-TZVPD def2/J DEFGRID3
* xyz 1 1
C -2.37078 -1.98928 -0.74248
C -1.32266 -1.02089 -0.19908
C -0.06270 -0.94598 -1.06564
C 0.68897 0.37848 -0.95752
C -0.15871 1.58507 -1.39731
C -0.48702 2.60518 -0.29214
C -1.98120 2.97599 -0.21216
C -2.65467 2.49113 1.07387
C -4.17586 2.36728 1.00486
C -4.63738 1.50623 -0.16630
C -6.13633 1.16847 -0.10492
C -6.48351 -0.26749 -0.47887
N -6.66474 -0.49640 -1.97322
Br -5.01071 -0.41342 -2.90610
P -7.96984 0.54453 -2.78752
N -7.34629 1.66118 -3.58690
O -8.70258 -0.63113 -3.54940
O -8.95844 0.73098 -1.56927
H -3.27720 -1.97249 -0.13184
H -2.63307 -1.72127 -1.77052
H -1.99366 -3.01387 -0.76062
H -1.06256 -1.31819 0.82089
H -1.77510 -0.02699 -0.11704
H -0.34321 -1.08586 -2.11604
H 0.60580 -1.77381 -0.81294
H 1.05277 0.53415 0.06241
H 1.57502 0.30134 -1.58970
H 0.36051 2.08974 -2.21160
H -1.09051 1.20014 -1.82998
H -0.15877 2.22227 0.67610
H 0.09756 3.50532 -0.46915
H -2.10619 4.06044 -0.28371
H -2.48200 2.56448 -1.09250
H -2.24666 1.52097 1.37340
H -2.39916 3.19225 1.87323
H -4.64896 3.35480 0.96635
H -4.52425 1.89114 1.92704
H -4.43489 2.02833 -1.10338
H -4.04350 0.58932 -0.17878
H -6.68476 1.88340 -0.72306
H -6.50416 1.30188 0.91543
H -5.65964 -0.91508 -0.17269
H -7.39456 -0.63765 -0.00977
H -6.94784 -1.47003 -2.08204
H -7.55822 2.63139 -3.40316
H -8.16977 -1.23346 -4.08592
H -9.07225 1.65931 -1.31583
C -6.16765 -2.53699 3.12542
S -5.47851 -0.89712 2.88717
O -4.52676 -1.00641 1.73652
C -4.51072 -0.83359 4.38350
H -6.76706 -2.77881 2.24981
H -5.35329 -3.25375 3.22869
H -6.80001 -2.53662 4.01280
H -3.80246 -1.65972 4.40167
H -5.17639 -0.87364 5.24466
H -3.96637 0.10722 4.39368
C 4.50543 5.14056 0.06734
S 3.73553 3.89531 1.10352
O 2.50925 3.43932 0.38920
C 3.21079 5.01987 2.39799
H 4.87029 4.64036 -0.82733
H 3.76040 5.88993 -0.19920
H 5.33743 5.58740 0.61179
H 2.54916 5.77187 1.96788
H 4.09621 5.46599 2.85084
H 2.67316 4.43159 3.13968
C 5.73999 3.21056 5.52534
S 6.99166 3.84020 4.40081
O 6.32190 4.87470 3.56442
C 7.10136 2.36457 3.38322
H 5.49143 4.01352 6.21603
H 4.85946 2.92146 4.95148
H 6.14236 2.36111 6.07690
H 6.11820 2.14520 2.96639
H 7.46902 1.53433 3.98601
H 7.80588 2.57734 2.58201
C 3.85586 1.77623 -4.67505
S 2.11255 1.37312 -4.59063
O 2.00493 -0.08123 -4.28056
C 1.80002 1.54885 -6.35077
H 4.26082 1.65246 -3.67134
H 4.35261 1.09180 -5.36489
H 3.97337 2.81408 -4.98785
H 2.45889 0.86796 -6.89034
H 1.97861 2.58274 -6.64545
H 0.75830 1.28838 -6.52701
C -2.37436 -1.62680 8.84917
S -1.55169 -0.62213 7.61010
O -2.53666 -0.41376 6.51050
C -0.41703 -1.89129 7.04077
H -3.16136 -1.01817 9.28909
H -2.80289 -2.50687 8.37024
H -1.65758 -1.91211 9.61871
H -0.98738 -2.75213 6.69266
H 0.25205 -2.17052 7.85432
H 0.15782 -1.46675 6.22056
C 4.14606 -2.59618 -4.43606
S 5.55648 -1.96913 -5.34446
O 5.05949 -0.85748 -6.21075
C 5.75638 -3.40341 -6.40090
H 3.83347 -1.83077 -3.72950
H 3.32924 -2.79193 -5.13067
H 4.47608 -3.50558 -3.93506
H 4.83103 -3.56842 -6.95310
H 6.00495 -4.25775 -5.77073
H 6.57169 -3.19338 -7.09005
C 5.19379 -7.52141 -3.18778
S 5.27558 -5.84748 -2.54420
O 6.21235 -5.10290 -3.43110
C 6.18555 -6.24744 -1.05003
H 4.69804 -7.47196 -4.15488
H 6.20602 -7.90685 -3.30584
H 4.61421 -8.14528 -2.50768
H 7.12470 -6.72809 -1.32223
H 5.57925 -6.89970 -0.42194
H 6.38187 -5.31182 -0.53101
*
```

---

No. 3
# C26H72N21O14P2S2

A 11-piece molecular cluster, C26H72N21O14P2S2 overall (ωB97M-V with the def2-TZVPD basis set, the Open Molecules 2025 dataset).

Calculated values
Frontier orbital gap, eV: 4.335
HOMO energy, eV: -3.07

```
! RIJCOSX wB97M-V def2-TZVPD def2/J DEFGRID3
* xyz -1 1
C -2.43521 0.23300 -0.03703
C -3.20957 -0.54461 0.41748
C -3.92251 -1.60247 1.12036
C -4.92409 -1.11484 2.14987
O -5.56138 -2.28320 2.59326
P -5.64077 -3.50726 1.35121
C -4.18041 -4.49270 2.05749
C -3.78892 -5.71788 1.24336
C -2.75894 -5.53482 0.11825
C -1.37134 -5.04015 0.57984
N -0.97051 -3.76054 -0.05788
C -0.72998 -4.04084 -1.51147
C -1.63541 -3.26499 -2.48681
C -0.82731 -2.41980 -3.47388
C -1.75394 -1.50072 -4.27722
C 0.07810 -3.08620 0.52853
S 0.67046 -1.73676 -0.18383
S 0.96491 -3.66384 1.98050
C -0.11901 -3.50670 3.43516
C -0.89250 -2.19902 3.56816
C -0.11182 -0.92894 3.21530
P -7.57140 -2.58155 0.56254
O -8.47057 -3.96528 0.30541
O -8.34134 -1.98615 1.92070
O -4.61108 -2.52781 0.33673
H -1.61371 0.83041 -0.36572
H -3.13663 -2.06205 1.73866
H -4.49389 -0.56250 2.98699
H -5.68748 -0.45943 1.70748
H -6.52906 -4.25692 2.25623
H -5.83695 -4.46627 0.28015
H -3.29861 -3.87560 2.22309
H -4.50356 -4.83886 3.03780
H -3.38269 -6.47333 1.92354
H -4.67941 -6.15104 0.78182
H -3.13771 -4.92820 -0.70158
H -2.60958 -6.54056 -0.28307
H -0.61331 -5.78298 0.32537
H -1.40140 -4.97900 1.65821
H 0.31555 -3.87540 -1.75747
H -0.91231 -5.10408 -1.65363
H -2.34263 -2.66591 -1.91973
H -2.23339 -3.95910 -3.07581
H -0.33863 -3.08629 -4.18107
H -0.09704 -1.79390 -2.96429
H -1.19383 -0.75347 -4.83509
H -2.41609 -0.96289 -3.59883
H -2.38519 -2.06857 -4.95214
H 0.55346 -3.60404 4.28623
H -0.79510 -4.35661 3.49852
H -1.17594 -2.12190 4.62102
H -1.82715 -2.20425 3.01567
H 0.92195 -0.93298 3.54814
H -0.19114 -0.69389 2.16031
H -0.59003 -0.09402 3.72963
H -8.92099 -4.21146 1.12381
H -8.70330 -1.12833 1.69184
C 0.02377 2.46060 1.74738
O -0.15935 2.49558 0.53712
N 0.48283 1.34951 2.38784
N -0.23084 3.53908 2.55095
H 0.62273 1.29733 3.38043
H 0.66324 0.53157 1.83071
H -0.56538 4.37294 2.10734
H -0.09297 3.53227 3.54264
C -5.44954 -3.74501 -3.75984
O -4.51332 -3.00929 -4.00747
N -6.05424 -4.52648 -4.72454
N -5.96671 -3.84387 -2.50821
H -6.82701 -5.13452 -4.53730
H -5.68859 -4.46726 -5.65463
H -5.54295 -3.27553 -1.78935
H -6.74135 -4.43020 -2.26277
C 0.58497 6.62171 -0.05787
O 1.56050 6.46438 0.65540
N -0.04379 7.84203 -0.16505
N 0.03044 5.62436 -0.80103
H -0.84811 8.00154 -0.73977
H 0.33448 8.59935 0.36969
H 0.44173 4.70604 -0.74687
H -0.77462 5.75562 -1.38211
C 1.17760 -2.61223 -7.18714
O 0.19119 -2.47045 -6.48897
N 2.41156 -2.15041 -6.85234
N 1.12846 -3.26578 -8.40345
H 3.21892 -2.26112 -7.45006
H 2.49892 -1.67687 -5.97305
H 0.24053 -3.62755 -8.69313
H 1.93348 -3.40121 -8.98447
C 0.89699 1.90548 5.78858
O 1.46388 1.58121 4.75487
N 0.86454 3.18669 6.24492
N 0.25370 0.98490 6.57530
H 0.41704 3.48222 7.09371
H 1.32043 3.88494 5.68937
H 0.25806 0.03265 6.26147
H -0.22052 1.21977 7.42526
C 0.78957 5.98135 8.89007
O 0.36859 5.55339 7.82509
N 1.34865 5.18116 9.83190
N 0.73687 7.31799 9.20015
H 1.72230 5.52226 10.69506
H 1.42592 4.20417 9.62209
H 0.33346 7.93052 8.51782
H 1.07784 7.69976 10.06027
C 4.31035 3.56151 7.77677
O 3.34143 3.78889 8.49124
N 5.56850 4.01861 8.09899
N 4.23604 2.85658 6.62435
H 6.37732 3.84018 7.53506
H 5.66451 4.54533 8.94496
H 3.33407 2.50219 6.35410
H 5.03486 2.67767 6.03139
C 7.48120 2.59492 4.47230
O 6.34228 2.20493 4.66864
N 7.83548 3.91126 4.60751
N 8.48385 1.74965 4.09866
H 8.76228 4.25525 4.44658
H 7.11262 4.55781 4.86385
H 8.24745 0.78120 3.98785
H 9.42459 2.04616 3.92610
C 4.27060 -0.59134 -9.74545
O 4.32906 -1.39135 -8.82163
N 5.19558 0.39455 -9.91092
N 3.27319 -0.61148 -10.67515
H 5.15387 1.07132 -10.65250
H 5.93136 0.44937 -9.23326
H 2.56085 -1.30942 -10.57479
H 3.20728 0.05293 -11.42323
C 4.63263 4.09991 -11.81998
O 3.94800 3.15236 -11.47322
N 4.44228 4.74243 -13.01210
N 5.64049 4.59677 -11.04059
H 4.98964 5.52464 -13.31450
H 3.70690 4.40293 -13.60237
H 5.79584 4.15369 -10.15463
H 6.21245 5.37601 -11.30268
*
```

---

No. 4
# C26H72O10

A 10-piece molecular cluster, C26H72O10 overall (ωB97M-V with the def2-TZVPD basis set, the Open Molecules 2025 dataset).

Calculated values
Frontier orbital gap, eV: 9.650
HOMO energy, eV: -9.22
Energy relative to the best compared isomer or geometry (same formula, charge and spin), kJ/mol: 0.00
SMILES string: CC(C)O.CC(C)O.CC(C)O.CC(C)O.CC(C)O.CC(C)O.CC(C)O.CC(C)O.CO.CO

```
! RIJCOSX wB97M-V def2-TZVPD def2/J DEFGRID3
* xyz 0 1
C -0.43282 5.28325 -0.76932
C 0.36169 4.91706 0.47186
C 0.28760 3.42019 0.80654
O 1.75908 5.27917 0.26510
H 0.12309 5.04650 -1.67333
H -0.71360 6.33906 -0.72057
H -1.40228 4.77870 -0.80824
H -0.05014 5.45416 1.33018
H 0.61662 2.78684 -0.01687
H -0.73289 3.15411 1.08302
H 0.96090 3.22938 1.64478
H 1.88719 6.01028 0.87678
C -2.88013 -3.86806 -0.52138
C -4.15869 -4.50182 -1.05861
C -3.90387 -5.93710 -1.46006
O -5.12489 -4.44155 -0.01720
H -3.07006 -2.80878 -0.32388
H -2.07207 -3.94133 -1.24808
H -2.53926 -4.26995 0.43466
H -4.41435 -3.87664 -1.92276
H -3.33893 -6.48138 -0.70233
H -3.34033 -5.98480 -2.39680
H -4.82573 -6.49737 -1.64492
H -5.92253 -4.88951 -0.31666
C -0.70890 -2.51377 2.07710
C -1.62541 -1.64760 2.91224
C -3.08418 -2.08625 2.82914
O -1.15634 -1.64270 4.25301
H 0.33055 -2.16423 2.11142
H -0.90225 -2.35432 1.01122
H -0.72740 -3.58097 2.29084
H -1.60684 -0.63305 2.48890
H -3.65734 -1.52066 3.56422
H -3.24084 -3.15287 3.01947
H -3.44476 -1.98734 1.80335
H -1.69177 -1.02046 4.75623
C 4.28794 3.00764 -0.58433
C 3.48667 2.64197 -1.82595
C 3.20093 1.15670 -1.84665
O 2.24045 3.33718 -1.81898
H 4.41167 4.08614 -0.45370
H 5.26699 2.52194 -0.61698
H 3.84602 2.70353 0.36823
H 4.11196 2.87742 -2.69328
H 2.97601 0.73536 -0.86519
H 4.07677 0.64756 -2.26243
H 2.37083 0.88020 -2.50248
H 2.26099 4.06749 -1.18316
C 4.11344 0.29994 1.82517
C 4.06327 -1.22155 1.81279
C 3.68855 -1.76335 0.43983
O 5.35405 -1.77147 2.15024
H 4.63507 0.65587 0.93526
H 4.61504 0.74419 2.68424
H 3.09035 0.67445 1.71531
H 3.40162 -1.64706 2.57954
H 4.28883 -1.26537 -0.32281
H 2.63936 -1.51421 0.27138
H 3.82925 -2.83958 0.37951
H 5.70744 -1.28230 2.89771
C 0.04821 -1.44821 -3.57776
C 0.73235 -2.53174 -2.77715
C 2.19942 -2.21817 -2.58456
O 0.14092 -2.59020 -1.45034
H -1.04157 -1.53790 -3.55979
H 0.34246 -1.54537 -4.62147
H 0.26072 -0.46695 -3.15007
H 0.56689 -3.51251 -3.23645
H 2.32891 -1.37834 -1.90373
H 2.71429 -2.01246 -3.52625
H 2.77481 -3.01988 -2.10757
H 0.57489 -3.32915 -1.00982
C -4.34880 -1.05817 -2.99816
C -4.48003 0.28303 -2.27424
C -4.92982 0.09518 -0.83656
O -3.20848 0.93386 -2.28477
H -3.49354 -1.59091 -2.58006
H -4.23364 -0.92155 -4.07584
H -5.26171 -1.66000 -2.92888
H -5.12080 0.95109 -2.85476
H -5.17324 1.06237 -0.39341
H -4.15177 -0.41809 -0.27382
H -5.87743 -0.45374 -0.81702
H -2.59488 0.49061 -1.66970
C 2.29615 1.34928 5.40322
C 1.82942 2.02537 4.12225
C 0.66449 1.25245 3.52043
O 1.33618 3.32816 4.45385
H 2.80001 0.39213 5.24603
H 1.40263 1.19366 6.00715
H 3.00930 1.95936 5.96334
H 2.63943 2.13460 3.39311
H 0.99821 0.33739 3.02661
H 0.09280 1.83973 2.80067
H -0.05910 0.93014 4.27067
H 2.05676 3.84748 4.82246
C -0.19553 0.47959 -0.10385
O -1.22240 -0.27185 -0.72946
H -0.62231 1.16420 0.62465
H 0.52387 -0.16054 0.41769
H 0.35709 1.03190 -0.87244
H -0.87107 -1.13135 -1.02226
C -0.88017 2.26326 -3.20308
O 0.13183 3.10672 -3.73938
H -1.77938 2.42242 -3.79486
H -0.62533 1.20593 -3.32437
H -1.07231 2.49695 -2.15452
H 0.89967 3.05138 -3.14803
*
```

---

Look up the frontier orbital gap of the third one. 4.335 eV